Entry 1:
Density functional theory data (ωB97M-V with the def2-TZVPD basis set) for a 2-piece molecular cluster, C18H18N3O6 overall.

charge	-1
E_LUMO	1.91	eV
total energy	-1312.29816	Ha

Geometry (Å):
C  -0.1981  2.7300  -1.1896
C  1.0246  1.9532  -1.1272
N  2.1794  2.6393  -1.1226
O  3.3130  2.1000  -1.0838
O  2.0170  3.9004  -1.1435
H  -1.0748  2.0751  -1.1865
H  -0.2630  3.3998  -0.3170
H  -0.2220  3.3495  -2.1017
H  1.0730  0.8714  -1.1030
C  3.3002  -4.5963  -2.3191
C  4.2375  -3.5557  -2.3617
C  4.2368  -2.5815  -1.3663
C  3.3338  -2.6723  -0.2994
C  3.3972  -1.6563  0.7991
O  2.1485  -0.9079  0.7589
C  2.1041  0.0161  1.7422
N  0.9384  0.8773  1.4626
N  0.7244  1.7115  2.3747
C  -0.6321  2.2039  2.5738
O  -0.7253  3.1010  3.3955
O  -1.6025  1.6411  1.8504
C  -2.9198  2.2913  1.9090
C  -3.8014  1.4793  1.0036
C  -4.3333  2.0441  -0.1649
C  -5.1660  1.2877  -0.9916
C  -5.4570  -0.0407  -0.6640
C  -4.8781  -0.6213  0.4704
C  -4.0342  0.1304  1.2926
O  2.8812  0.1053  2.6656
C  2.3540  -3.6700  -0.2853
C  2.3553  -4.6468  -1.2848
H  3.3052  -5.3621  -3.0956
H  4.9693  -3.4948  -3.1660
H  4.9281  -1.7378  -1.3782
H  3.5318  -2.1180  1.7900
H  4.2185  -0.9489  0.6304
H  -3.2685  2.2972  2.9547
H  -2.8191  3.3276  1.5561
H  -4.0747  3.0762  -0.4078
H  -5.5804  1.7402  -1.8917
H  -6.1155  -0.6275  -1.3035
H  -5.0729  -1.6659  0.7148
H  -3.5509  -0.3196  2.1621
H  1.6038  -3.6788  0.5079
H  1.6141  -5.4469  -1.2595

---

Entry 2:
Density functional theory data (ωB97M-V with the def2-TZVPD basis set) for a single C17H19NO6 molecule.

SMILES	COC(=O)Cc1c(C)c2ccc(OCC(=O)N(C)C)cc2oc1=O
charge	0
E_LUMO	0.25	eV
total energy	-1165.42958	Ha

Geometry (Å):
C  0.3599  0.7023  -6.4492
O  1.1146  -0.1810  -5.6310
C  1.4098  0.2577  -4.4107
O  1.1900  1.3707  -4.0125
C  2.1414  -0.8107  -3.6065
C  1.5428  -0.8727  -2.2304
C  2.2106  -0.8366  -1.0497
C  3.7019  -0.7751  -0.9364
C  1.4431  -0.8654  0.1749
C  2.0069  -0.8013  1.4583
C  1.2226  -0.8304  2.5812
C  -0.1737  -0.9300  2.4784
O  -0.8419  -0.9506  3.6572
C  -2.2490  -1.0733  3.6478
C  -3.0268  0.0765  2.9897
O  -3.9529  -0.1830  2.2432
N  -2.6630  1.3361  3.2914
C  -1.6160  1.7256  4.2030
C  -3.3210  2.4323  2.6142
C  -0.7597  -0.9912  1.2260
C  0.0465  -0.9547  0.0900
O  -0.5919  -1.0092  -1.0985
C  0.0828  -0.9506  -2.2755
O  -0.5560  -0.9752  -3.3016
H  -0.6516  0.7941  -6.0501
H  0.3402  0.2587  -7.4414
H  0.8258  1.6897  -6.4738
H  2.0161  -1.7643  -4.1224
H  3.1971  -0.5454  -3.5821
H  3.9985  0.1618  -0.4668
H  4.0597  -1.5965  -0.3179
H  4.1868  -0.8435  -1.9035
H  3.0757  -0.7232  1.5699
H  1.6581  -0.7808  3.5664
H  -2.5384  -1.1464  4.7011
H  -2.5586  -1.9941  3.1392
H  -1.3748  0.9265  4.8970
H  -1.9531  2.5943  4.7719
H  -0.7080  2.0006  3.6571
H  -4.0528  2.0182  1.9241
H  -3.8275  3.0742  3.3375
H  -2.5894  3.0239  2.0603
H  -1.8250  -1.0584  1.0803

---

Entry 3:
Density functional theory data (ωB97M-V with the def2-TZVPD basis set) for an isolated ion of composition C8H8NO and charge +1.

charge	+1
E_LUMO (alpha / beta)	-5.65 / -5.65	eV
total energy	-439.30141	Ha

Geometry (Å):
C  1.6420  -0.4973  -0.1220
C  2.1696  0.4189  0.8279
C  -1.7243  -1.7381  -0.8276
C  -0.3817  -1.8346  -1.0367
C  -1.9376  -0.3963  -0.2094
C  0.2937  -0.6951  -0.3802
C  1.5795  0.9449  1.8951
C  -0.6773  1.6039  -0.2043
N  -0.6873  0.1666  -0.0026
O  1.2699  1.4172  2.8891
H  2.4245  -1.1735  -0.6358
H  3.2227  0.8467  0.8452
H  -2.5917  -2.4480  -0.8226
H  0.1017  -2.6501  -1.4356
H  -2.7617  0.1613  0.1577
H  0.3759  1.9644  -0.0863
H  -0.9336  1.7486  -1.2918
H  -1.3841  2.1604  0.4399

---

Entry 4:
Density functional theory data (ωB97M-V with the def2-TZVPD basis set) for C26H45IrN3P2 as an isolated structure.

⟨S²⟩	8.81
charge	+2
spin multiplicity	6
E_LUMO (alpha / beta)	-5.49 / -9.97	eV
total energy	-1968.07161	Ha

Geometry (Å):
Ir  -0.9813  0.2490  -1.1378
C  -3.0386  1.7036  -0.1574
C  -3.9382  0.8120  -0.7941
C  -2.3894  -0.4896  0.3580
C  -1.9789  0.9541  0.5141
C  -3.5577  -0.5120  -0.5131
C  -3.2062  3.1771  -0.1470
H  -3.2658  3.5906  -1.1711
H  -2.3780  3.6771  0.3804
H  -4.1506  3.4753  0.3488
C  -0.8538  1.4097  1.3842
H  -0.5936  2.4247  1.1125
H  0.0357  0.7913  1.2502
H  -1.1132  1.3525  2.4359
C  -1.9758  -1.6270  1.2501
H  -2.8339  -2.1720  1.6681
H  -1.3754  -1.2305  2.0762
H  -1.3534  -2.3484  0.6957
C  -4.2345  -1.7334  -0.9981
H  -5.2836  -1.7579  -0.6854
H  -3.7335  -2.6290  -0.6265
H  -4.2296  -1.7786  -2.0929
C  -5.0539  1.1924  -1.7080
H  -5.9407  1.5738  -1.1840
H  -5.3909  0.3281  -2.2940
H  -4.7794  1.9704  -2.4385
C  1.0053  0.4987  -1.0323
C  0.3065  1.6579  -1.5966
C  0.2521  1.9010  -3.0823
C  -0.7803  1.0219  -3.8038
C  -1.3062  -0.1258  -2.9909
C  -0.4327  -1.1603  -2.4268
C  0.9927  -1.2599  -2.8569
C  1.8772  -0.3430  -1.9727
H  1.2665  1.8213  -3.4760
H  -0.4194  0.6799  -4.7747
H  0.0435  2.9698  -3.2549
H  2.5303  0.2981  -2.6026
H  1.4105  0.6703  -0.0263
H  0.2409  2.5000  -0.9253
H  2.5782  -0.9467  -1.3628
H  1.3346  -2.2922  -2.7575
H  -0.9477  -2.1102  -2.2052
H  1.1340  -0.9893  -3.9086
H  -1.6143  1.6837  -4.0533
H  -2.3181  -0.4395  -3.1947
P  2.5376  3.0366  1.2758
C  2.3401  3.5112  3.0513
H  3.2320  4.0009  3.4614
H  2.1613  2.5876  3.6119
H  1.4562  4.1519  3.1419
C  4.1888  2.2338  1.3730
H  4.8798  2.8274  1.9881
H  4.5803  2.1245  0.3548
H  4.0256  1.2390  1.8243
C  2.9432  4.6071  0.3970
H  3.1515  4.3398  -0.6486
H  3.8042  5.1415  0.8208
H  2.0571  5.2527  0.4130
P  1.3699  -3.8843  0.3753
C  0.2318  -5.3091  0.1069
H  0.5478  -5.8507  -0.7914
H  -0.7893  -4.9341  -0.0402
H  0.2762  -5.9698  0.9729
C  2.9893  -4.4946  -0.2518
H  2.8796  -4.8699  -1.2790
H  3.3476  -5.2969  0.3995
H  3.6957  -3.6455  -0.2438
C  1.4789  -3.9837  2.2216
H  1.7583  -5.0126  2.4844
H  0.4968  -3.7420  2.6569
H  2.2365  -3.2633  2.5700
N  2.5780  0.0490  2.9098
C  2.0548  -0.5088  3.8132
N  1.4377  -1.2194  4.7131
C  1.3283  -0.8888  5.9750
N  1.1654  -0.6683  7.1207

---

Entry 5:
Density functional theory data (ωB97M-V with the def2-TZVPD basis set) for C13H32F21HfN4O11P3S2 as an isolated structure.

charge	+2
E_LUMO	-7.72	eV
total energy	-5526.85613	Ha

Geometry (Å):
Hf  0.1787  -2.8285  0.9843
S  0.1474  -0.2734  -0.4982
O  1.1487  0.3903  -1.4010
O  0.0531  -1.6997  -0.8837
O  0.6495  -0.7603  0.8261
O  -1.1366  0.2994  -0.3455
C  4.3020  0.3044  -0.2699
C  3.9524  1.7236  0.1769
O  4.6081  2.3733  0.9749
N  2.6544  2.2892  -0.4291
H  2.9458  2.6606  -1.3220
H  2.0321  1.5738  -0.7769
C  1.9311  3.3103  0.4575
H  4.8143  -0.1182  0.5944
H  5.0049  0.2289  -1.0995
H  3.4676  -0.3744  -0.4465
H  0.9167  3.0794  0.1320
H  2.1553  4.3293  0.1418
H  2.1272  3.0407  1.4952
C  -2.8608  0.5676  -3.8385
C  -3.8753  1.1112  -2.8510
O  -4.8271  1.7797  -3.2230
N  -3.6085  0.8015  -1.3235
H  -3.3685  -0.1772  -1.3920
H  -2.6975  1.1612  -1.0767
C  -4.8418  1.0990  -0.5163
H  -2.9340  -0.4896  -4.0937
H  -1.8240  0.6207  -3.5064
H  -2.7698  1.1998  -4.7218
H  -5.6638  0.3996  -0.6689
H  -5.2479  2.1065  -0.6066
H  -4.5387  0.8208  0.4931
C  1.0220  3.6913  4.8359
C  0.5564  2.5957  3.8899
O  1.3494  1.8177  3.3521
N  -0.9646  2.7151  3.5315
H  -1.4732  1.8426  3.5265
H  -1.4876  3.3131  4.1551
C  -1.3074  3.1356  2.0798
H  0.5865  4.6779  4.6779
H  2.0757  3.9376  4.7044
H  0.8806  3.4425  5.8876
H  -0.7972  2.5047  1.3520
H  -0.8721  4.1049  1.8366
H  -2.3849  3.1461  1.9157
C  0.4234  2.1764  -3.9618
C  0.6997  0.8593  -4.7748
O  0.2814  0.6728  -5.9337
N  1.5843  -0.1734  -4.0875
H  2.5344  -0.1379  -4.4284
H  1.6019  0.0392  -3.1003
C  1.0563  -1.5441  -4.2880
H  0.3415  2.1528  -2.8752
H  -0.5448  2.6166  -4.2004
H  1.1669  2.8920  -4.3128
H  0.0808  -1.7018  -3.8281
H  1.8450  -2.2389  -3.9992
H  0.9015  -1.6346  -5.3631
C  -3.6393  -2.0952  3.9394
F  -4.7521  -1.3168  3.9173
F  -3.6477  -2.7329  5.0518
F  -3.7010  -3.1183  2.9389
S  -1.9633  -1.0985  3.5693
O  -2.3713  0.2520  3.1744
O  -1.0881  -1.0997  4.7433
O  -1.2969  -1.8530  2.4673
P  2.8661  -2.5526  3.1677
F  2.1358  -3.5315  2.0595
F  4.3353  -3.1831  2.9578
F  2.9980  -1.5553  1.9063
F  3.3676  -1.3973  4.1888
F  1.3600  -2.0367  3.1844
F  2.6193  -3.5712  4.3811
P  3.4832  -3.6016  -1.2145
F  2.2742  -4.0945  -2.2074
F  4.5285  -4.4623  -2.1476
F  3.5371  -2.1833  -2.0872
F  4.6355  -3.1459  -0.2471
F  2.3449  -2.8275  -0.2925
F  3.2473  -4.8796  -0.3146
P  -3.3659  -2.8102  -0.6780
F  -1.9415  -3.1009  0.0754
F  -3.6870  -1.5388  0.3191
F  -2.6060  -1.7039  -1.6310
F  -4.7522  -2.3802  -1.3518
F  -2.8634  -3.9410  -1.7288
F  -4.1079  -3.8930  0.2816

---

Q: Among the records above, which one has the lowest total energy?
A: C13H32F21HfN4O11P3S2

---

Q: Which value of total energy does entry 5 give?
A: -5526.85613 Ha

---

Q: The lowest charge belongs to which entry?
A: C18H18N3O6

---

Q: Look up the total energy of the fourth one.
A: -1968.07161 Ha